1.
Entry from OMol25: one molecule with the formula C25H43N3O3S (the ωB97M-V functional and the def2-TZVPD basis).

E   -1766.61044 a.u.
Kohn-Sham gap   8.6 eV
Total charge   0
Lowest unoccupied orbital energy   0.8 eV

Last column: natural (NBO) charge in e.
Geometry (Å):
C1 -1.913853 2.160501 3.471881  -0.60
C2 -1.896403 0.895656 2.620517  -0.41
C3 -2.057067 -0.355693 3.479547  -0.42
C4 -1.862897 -1.679909 2.719052  -0.20
N1 -2.856357 -2.058225 1.732761  -0.45
C5 -4.216552 -2.041004 2.214324  -0.41
C6 -2.702522 -1.476538 0.417056  -0.24
C7 -3.174139 -2.453402 -0.670493  -0.40
C8 -2.538816 -2.145276 -2.023050  -0.23
N2 -2.818482 -0.789160 -2.443838  -0.61
C9 -1.854489 0.070163 -2.827154  0.71
O1 -0.702900 -0.287371 -2.997845  -0.67
C10 -2.363025 1.502204 -3.001502  -0.32
C11 -1.471366 2.365955 -3.893688  -0.38
C12 -0.056836 2.491609 -3.335416  -0.42
C13 0.010913 2.840836 -1.840078  -0.22
C14 1.396932 2.436167 -1.307466  -0.22
N3 1.582026 0.999779 -1.248728  -0.91
S1 1.448798 0.251638 0.239702  2.31
O2 1.205882 1.254199 1.240615  -0.95
O3 0.478819 -0.813702 0.160857  -0.97
C15 3.079376 -0.484801 0.430881  -0.28
C16 3.496886 -1.368422 -0.563055  0.04
C17 2.642949 -1.717521 -1.739673  -0.66
C18 4.756196 -1.944556 -0.456964  -0.23
C19 5.598316 -1.663714 0.608475  0.02
C20 6.962244 -2.277913 0.685035  -0.63
C21 5.147482 -0.795876 1.589924  -0.23
C22 3.892005 -0.200175 1.525879  0.02
C23 3.474476 0.702657 2.642251  -0.63
C24 -1.064005 2.171299 -0.974490  -0.42
C25 -2.441306 2.171904 -1.623790  -0.38
H1 -1.811559 3.043628 2.845342  0.20
H2 -1.088909 2.150862 4.180358  0.20
H3 -2.846028 2.239215 4.030180  0.20
H4 -2.705539 0.951343 1.890121  0.18
H5 -0.952867 0.842003 2.076223  0.23
H6 -3.037897 -0.347676 3.962221  0.19
H7 -1.305306 -0.329481 4.272710  0.20
H8 -0.896100 -1.657540 2.212166  0.21
H9 -1.839336 -2.488599 3.461037  0.18
H10 -4.252180 -2.496546 3.202723  0.20
H11 -4.647816 -1.028581 2.278070  0.16
H12 -4.841492 -2.632644 1.544623  0.19
H13 -1.643098 -1.270824 0.261140  0.24
H14 -3.255507 -0.526476 0.314851  0.15
H15 -4.262824 -2.426626 -0.766100  0.18
H16 -2.886301 -3.461272 -0.371843  0.22
H17 -1.451779 -2.232043 -1.960625  0.23
H18 -2.907230 -2.848105 -2.780976  0.19
H19 -3.757137 -0.453686 -2.295465  0.39
H20 -3.365747 1.456067 -3.443448  0.22
H21 -1.419304 1.936057 -4.896293  0.21
H22 -1.932465 3.354232 -3.976075  0.20
H23 0.451345 1.545532 -3.510770  0.22
H24 0.481776 3.259894 -3.896364  0.21
H25 -0.091974 3.926746 -1.733659  0.21
H26 1.532787 2.807406 -0.289881  0.23
H27 2.180513 2.859052 -1.947131  0.19
H28 1.021108 0.504006 -1.932751  0.44
H29 2.955847 -2.670870 -2.159998  0.22
H30 1.598031 -1.779021 -1.453769  0.25
H31 2.741418 -0.956009 -2.511458  0.23
H32 5.084926 -2.630518 -1.224515  0.21
H33 7.649431 -1.735697 0.035275  0.22
H34 7.351162 -2.239005 1.699185  0.22
H35 6.937471 -3.313728 0.354166  0.22
H36 5.785063 -0.577827 2.434767  0.21
H37 2.537782 0.363968 3.078084  0.23
H38 4.241176 0.727500 3.413664  0.21
H39 3.302100 1.712489 2.277702  0.24
H40 -0.784558 1.137839 -0.767754  0.21
H41 -1.103520 2.683085 -0.010832  0.22
H42 -3.146176 1.644199 -0.977433  0.21
H43 -2.801569 3.196343 -1.748995  0.20

Forces on the atoms, in the same order (eV/Å):
C -0.006 -0.146 -0.242
C -0.059 -0.007 0.282
C 0.047 -0.146 -0.442
C 0.019 0.102 0.390
N -0.057 0.107 0.006
C 0.104 -0.081 -0.118
C -0.084 -0.326 -0.169
C 0.161 0.339 -0.113
C -0.041 -0.348 0.055
N -0.234 -0.173 0.157
C -0.793 0.326 -0.238
O 0.589 -0.125 -0.026
C 0.030 0.257 -0.059
C 0.137 -0.313 -0.030
C -0.009 0.138 -0.008
C 0.203 -0.303 0.080
C 0.063 0.850 0.121
N -0.171 -0.631 0.708
S 0.157 -0.027 -0.282
O 0.360 0.065 -0.128
O 0.296 0.027 -0.212
C -0.392 0.198 0.031
C 0.170 -0.228 -0.160
C 0.004 -0.138 -0.193
C -0.115 0.146 0.130
C -0.103 0.049 0.025
C -0.008 0.047 -0.033
C -0.086 -0.069 -0.163
C 0.060 0.089 0.150
C 0.004 0.152 0.203
C -0.148 0.255 -0.045
C 0.079 -0.126 0.104
H 0.003 0.168 0.005
H 0.087 0.042 0.122
H -0.064 0.054 0.077
H -0.011 -0.038 -0.123
H -0.069 -0.020 -0.083
H -0.005 0.006 0.118
H -0.005 -0.005 0.109
H 0.028 -0.065 0.073
H 0.106 0.051 -0.023
H -0.085 -0.024 0.066
H -0.012 0.024 0.028
H -0.116 0.005 0.033
H -0.103 0.077 -0.020
H 0.093 0.030 0.018
H -0.079 -0.099 0.011
H -0.046 -0.048 0.008
H -0.115 -0.054 -0.044
H 0.153 0.030 0.076
H 0.108 0.154 -0.072
H 0.075 -0.045 0.060
H -0.026 0.077 -0.043
H -0.055 -0.024 -0.028
H 0.018 0.111 -0.092
H 0.059 -0.016 0.012
H 0.037 -0.028 0.028
H 0.052 0.196 -0.185
H -0.075 0.021 0.092
H -0.116 -0.310 -0.076
H 0.002 -0.031 -0.023
H -0.041 -0.138 -0.194
H -0.006 0.012 -0.101
H -0.009 -0.096 -0.107
H 0.095 -0.010 -0.017
H 0.068 -0.028 0.052
H 0.053 -0.078 -0.004
H 0.030 0.036 0.115
H 0.002 0.062 0.127
H 0.034 -0.025 0.012
H 0.010 0.061 0.105
H -0.131 0.015 0.035
H 0.017 -0.060 0.061
H -0.058 0.048 0.032
H -0.078 0.000 -0.023

***

2.
Entry from OMol25: C25H25Cl3I2N4O4S4Tl as an isolated structure (the ωB97M-V functional and the def2-TZVPD basis).

E   -5228.58207 a.u.
Kohn-Sham gap (spin up / spin down)   5.7 / 4.7 eV
ΔE to the lowest compared entry with this formula, charge and spin   1.1106 eV
Total charge   +1
Lowest unoccupied orbital energy (spin up / spin down)   -5.3 / -5.5 eV

Last column: natural (NBO) charge in e.
Geometry (Å):
Tl1 0.308201 -0.185499 -0.026525  0.81
C1 -3.688933 1.646483 1.971245  -0.70
C2 -2.546229 0.749926 1.615610  0.28
N1 -1.349203 1.154498 1.444759  -0.25
N2 -1.077986 2.482165 1.486933  -0.43
C3 0.182975 2.890526 1.232247  0.36
N3 0.314507 4.184504 0.960502  -0.75
S1 1.520644 1.850267 1.289586  -0.14
C4 -2.721258 -0.718851 1.421099  0.16
C5 -3.939610 -1.355227 1.602342  -0.21
C6 -4.007231 -2.732440 1.447047  -0.14
C7 -2.860449 -3.434473 1.124376  -0.22
C8 -1.689852 -2.719380 0.930520  0.07
N4 -1.627072 -1.400601 1.065282  -0.47
H1 -3.360357 2.422914 2.663416  0.24
H2 -4.495226 1.105516 2.456095  0.24
H3 -4.098053 2.127014 1.077445  0.26
H4 -1.821535 3.132893 1.249180  0.43
H5 -0.466973 4.645406 0.503343  0.44
H6 1.234140 4.505040 0.710217  0.42
H7 -4.827178 -0.796717 1.855638  0.23
H8 -4.949597 -3.246022 1.580839  0.24
H9 -2.867920 -4.508201 1.005547  0.24
H10 -0.767269 -3.213991 0.646918  0.22
I1 -1.267949 -1.334376 -2.595150  0.39
C9 0.260775 -2.662603 -3.209882  -0.74
I2 2.118745 -2.440488 -2.214090  0.25
H11 0.443144 -2.475492 -4.261199  0.25
H12 -0.074684 -3.676406 -3.033906  0.23
O1 1.037159 0.630036 -3.711265  -0.98
S2 1.609299 1.325531 -2.525588  1.32
C10 3.389492 1.221324 -2.664059  -0.19
C11 4.186249 1.405535 -1.543684  -0.25
C12 5.562983 1.288202 -1.670909  -0.19
C13 6.121207 0.976868 -2.903235  -0.19
C14 5.308003 0.777068 -4.011260  -0.20
C15 3.931135 0.895309 -3.897061  -0.21
C16 1.366912 3.076893 -2.779168  -0.18
C17 1.971064 4.004012 -1.941692  -0.26
C18 1.720745 5.350661 -2.142974  -0.21
C19 0.861277 5.754650 -3.159111  -0.19
C20 0.263070 4.814413 -3.982162  -0.19
C21 0.515844 3.460199 -3.798951  -0.21
H13 3.741648 1.633745 -0.582139  0.23
H14 6.197889 1.433379 -0.807206  0.22
H15 7.194485 0.883037 -2.999398  0.23
H16 5.747413 0.527275 -4.967646  0.23
H17 3.272818 0.731220 -4.740086  0.25
H18 2.645453 3.674883 -1.160054  0.22
H19 2.201837 6.091903 -1.516782  0.22
H20 0.664840 6.807346 -3.311249  0.23
H21 -0.404584 5.131993 -4.771723  0.23
H22 0.058445 2.704206 -4.421713  0.25
C22 3.663677 -3.270755 3.458615  -0.27
O2 2.553000 -2.470280 3.928558  -0.46
C23 1.757423 -1.925542 3.053489  0.02
S3 0.463487 -0.995967 3.506532  0.10
S4 1.919230 -2.075870 1.368314  -0.03
H23 4.096099 -3.697970 4.356217  0.22
H24 4.381727 -2.631655 2.948940  0.20
H25 3.304942 -4.054901 2.794664  0.20
Cl1 -2.862957 2.254721 -3.858429  0.04
C24 -3.288519 2.257124 -2.141748  -0.20
Cl2 -4.585346 3.411550 -1.838446  0.05
Cl3 -3.894831 0.632326 -1.685213  -0.01
C25 -1.981002 2.594167 -1.321974  0.75
O3 -1.923210 3.727347 -0.840438  -0.72
O4 -1.157968 1.653336 -1.274000  -0.79

Forces on the atoms, in the same order (eV/Å):
Tl -0.227 0.331 0.328
C -0.013 0.029 0.028
C 0.012 -0.082 0.000
N -0.045 -0.056 -0.071
N 0.040 -0.107 0.205
C -0.139 0.214 -0.144
N 0.023 -0.049 0.036
S 0.179 -0.163 0.013
C 0.044 0.131 0.054
C 0.001 -0.057 0.013
C -0.017 0.018 0.007
C 0.017 0.006 0.012
C -0.020 0.034 -0.018
N -0.047 -0.119 -0.183
H 0.019 0.008 -0.025
H -0.002 -0.010 -0.017
H 0.010 -0.005 -0.017
H 0.015 0.004 -0.136
H -0.038 -0.015 -0.016
H 0.011 0.011 -0.024
H 0.002 0.006 0.012
H 0.001 -0.006 0.004
H 0.002 -0.004 -0.002
H 0.007 -0.010 -0.004
I 0.074 -0.028 0.100
C 0.019 -0.019 -0.095
I 0.015 0.008 0.053
H -0.004 0.028 0.008
H -0.009 0.004 -0.032
O 0.114 0.149 0.117
S -0.081 -0.384 -0.186
C 0.000 0.032 -0.037
C -0.011 -0.032 0.024
C 0.007 0.001 -0.012
C -0.005 0.000 0.016
C -0.017 -0.001 -0.018
C 0.021 0.025 0.010
C 0.008 0.010 0.032
C 0.038 -0.012 -0.031
C -0.013 0.023 0.012
C 0.006 0.003 0.003
C -0.011 -0.026 -0.017
C -0.041 0.039 0.065
H -0.009 -0.007 0.008
H 0.005 0.002 0.005
H 0.008 -0.003 0.001
H 0.004 -0.001 -0.003
H -0.001 -0.003 -0.006
H 0.020 0.021 0.005
H 0.013 -0.002 -0.001
H -0.001 0.007 0.003
H -0.005 -0.002 -0.005
H 0.023 -0.001 -0.014
C -0.049 0.057 0.056
O 0.100 -0.115 -0.065
C -0.387 0.271 0.093
S 0.110 0.001 0.085
S 0.117 -0.009 -0.312
H 0.023 0.000 -0.022
H 0.014 -0.023 -0.009
H 0.012 -0.011 0.005
Cl -0.043 -0.037 0.008
C -0.092 0.078 -0.022
Cl 0.069 -0.025 -0.029
Cl 0.046 -0.002 0.057
C -0.087 0.022 -0.062
O 0.020 -0.056 0.152
O 0.146 -0.091 0.003

***

3.
Entry from OMol25: a 2-piece molecular cluster, C3H7FN2O overall at a distorted geometry (the ωB97M-V functional and the def2-TZVPD basis).

E   -402.98975 a.u.
Kohn-Sham gap   10.1 eV
ΔE to the lowest compared entry with this formula, charge and spin   3.2564 eV
Total charge   0
Lowest unoccupied orbital energy   0.5 eV

Last column: natural (NBO) charge in e.
Geometry (Å):
N1 -1.122009 1.199821 -0.040881  -0.85
C1 -0.117211 0.431225 0.664557  -0.10
C2 -0.377079 -0.996482 0.417418  0.05
N2 0.696846 -1.134804 -0.260616  0.13
O1 1.109678 -2.013394 -1.072301  -0.53
C3 1.190962 0.276340 -0.071781  -0.25
H1 -0.756345 1.285885 -0.969237  0.38
H2 -1.447104 1.932505 0.597476  0.40
H3 -0.101653 0.736567 1.824804  0.20
H4 -1.277567 -1.528977 0.700772  0.26
H5 1.242493 0.761672 -1.127411  0.21
H6 2.255217 0.224382 0.406273  0.24
F1 -0.741210 -3.585360 -0.497750  -0.65
H7 0.118341 -3.036098 -0.688377  0.53

Forces on the atoms, in the same order (eV/Å):
N 0.188 -0.495 1.832
C -1.136 1.667 3.890
C -0.740 0.628 1.498
N 0.182 -0.182 -1.461
O 0.494 -0.743 0.376
C 2.779 -0.939 -1.708
H -0.778 1.397 -0.365
H 0.217 0.257 -1.709
H 0.235 -0.523 -2.578
H 0.529 -0.681 -0.638
H 0.021 -0.581 1.950
H -2.111 0.505 -0.626
F 1.552 0.911 -0.110
H -1.431 -1.222 -0.349